Entry 1:
Formula: C10H18N2
Source: the OMol25 dataset
Level of theory: the ωB97M-V functional and the def2-TZVPD basis

Structure (XYZ):
```
30
Properties=species:S:1:pos:R:3
C -0.28088 2.54748 -1.35008
N 0.41516 1.58125 -0.45250
C 0.43919 0.34060 -0.69038
C 1.42685 -0.56170 0.12004
C 2.81155 0.11374 -0.01503
C 0.87495 -0.51511 1.54600
C 1.51870 -1.94184 -0.37450
H -0.64293 2.15637 -2.27742
H -1.02971 2.86588 -0.74296
H 0.31023 3.35109 -1.45744
H -0.11490 -0.11648 -1.44639
H 2.72906 1.11251 -0.00351
H 3.51952 -0.26180 0.62200
H 3.23880 0.03935 -1.08908
H 1.48523 -1.10349 2.10553
H -0.19740 -0.79523 1.50176
H 0.93466 0.54188 1.86416
H 0.54219 -2.27009 -0.68185
H 2.01971 -2.57578 0.29246
H 2.11567 -2.07176 -1.21598
N -1.92630 1.91814 2.11291
C -2.18085 1.04005 1.32300
C -2.37415 0.01099 0.55751
C -3.00438 -1.35248 0.71692
C -3.10127 -0.55661 -0.59212
H -0.97183 1.99488 2.45793
H -3.98000 -1.28756 1.18464
H -2.34304 -2.25641 0.83290
H -2.57346 -0.92356 -1.46827
H -3.93693 0.17034 -0.89632
```

Values from the calculation:
total energy = -13637.1158 eV
relative energy (zero: lowest compared OMol25 entry of this formula, charge and spin) = 482.2 kJ/mol
HOMO energy = -8.4 eV
SMILES = C/N=C/C(C)(C)C.N=C=C1CC1
LUMO energy = 0.85 eV



Entry 2:
Formula: C10H18N2
Source: the OMol25 dataset
Level of theory: the ωB97M-V functional and the def2-TZVPD basis

Structure (XYZ):
```
30
Properties=species:S:1:pos:R:3
C 3.52040 -0.63802 0.34134
C 2.34772 -0.14134 -0.03252
C 1.38493 0.23871 0.97834
C 0.18188 0.37426 0.46604
C -1.20844 0.14517 0.98949
C -1.46362 -1.33470 0.50964
C -2.22437 1.14513 0.31255
C -1.32599 0.27709 2.52488
N 0.36332 0.09382 -1.11994
C -0.02205 1.34013 -1.94130
N 1.70786 -0.15261 -1.28567
C 1.98557 -1.36886 -2.03469
H 4.21724 -1.01858 -0.34453
H 3.97965 -0.40022 1.38311
H 1.63000 0.33014 2.05040
H -2.48439 -1.68914 0.72349
H -1.28783 -1.23320 -0.56389
H -0.69501 -1.96030 0.80557
H -3.27350 0.81180 0.51326
H -2.06704 1.05374 -0.75826
H -2.20409 2.17229 0.71828
H -2.29256 0.22013 2.83643
H -0.91912 1.24889 2.93339
H -0.85459 -0.61979 2.89964
H -0.63224 1.94499 -1.36578
H 0.96231 1.54123 -2.37774
H -0.77019 1.04255 -2.61723
H 2.93907 -1.33970 -2.60814
H 2.21507 -2.32721 -1.44081
H 1.24810 -1.43629 -2.74616
```

Values from the calculation:
total energy = -13638.0242 eV
relative energy (zero: lowest compared OMol25 entry of this formula, charge and spin) = 394.6 kJ/mol
HOMO energy = -7.5 eV
SMILES = C=C1C=C(C(C)(C)C)N(C)N1C
LUMO energy = 0.86 eV



Entry 3:
Formula: C10H18N2O2S
Source: the OMol25 dataset
Level of theory: the ωB97M-V functional and the def2-TZVPD basis

Structure (XYZ):
```
33
Properties=species:S:1:pos:R:3
C -2.13386 -0.40377 1.28225
C -0.77133 -0.66202 1.20275
C -2.98241 -0.36134 0.08099
C -2.34736 -1.19240 -1.10210
C -0.90328 -0.74360 -1.26449
C -0.09794 -0.71496 -0.01851
C 2.15049 1.19141 0.88629
C -0.14058 2.16905 0.49171
C 1.56140 1.55151 -1.46197
C 1.05519 1.36365 -0.07622
N -3.94525 0.43126 -0.01461
N 1.91502 -1.94520 1.50933
O 0.70082 -3.22602 -0.25031
O 2.28794 -1.44902 -0.97909
S 1.26895 -1.90251 -0.08095
H -2.51031 -0.10049 2.20382
H -0.08007 -0.83285 2.13018
H -2.41036 -2.25377 -0.86008
H -2.83745 -0.86998 -1.98812
H -0.43272 -1.47927 -1.94275
H -1.04441 0.22871 -1.86403
H 2.79675 0.40273 0.53786
H 1.92999 0.99964 1.94301
H 2.73244 2.17661 0.83142
H 0.41455 2.79005 1.28670
H -0.82339 2.77942 -0.27153
H -0.75029 1.46706 1.05955
H 2.13741 0.84190 -1.94266
H 2.09320 2.43339 -1.66088
H 0.68593 1.54672 -2.11227
H -4.26732 0.21828 -0.99524
H 1.92718 -2.95511 1.82596
H 2.82108 -1.49909 1.61399
```

Values from the calculation:
total energy = -28568.1236 eV
relative energy (zero: lowest compared OMol25 entry of this formula, charge and spin) = 426.0 kJ/mol
HOMO energy (alpha / beta) = -8.0 / -8.0 eV
LUMO energy (alpha / beta) = -0.43 / -0.43 eV



Entry 4:
Formula: C10H18N2O5
Source: the OMol25 dataset
Level of theory: the ωB97M-V functional and the def2-TZVPD basis

Structure (XYZ):
```
35
Properties=species:S:1:pos:R:3
C -2.39287 -2.80923 0.86926
C -2.46213 -1.34427 1.10782
C -1.98775 -1.00756 2.55053
C -1.58767 -0.57287 0.10333
N -0.24613 -1.04580 0.10707
C 0.51024 -0.85888 -1.06486
O 0.09402 -0.92817 -2.17860
C 2.00177 -0.70758 -0.76998
N 2.64837 -1.23445 -1.91422
C 2.29187 0.76057 -0.36561
C 1.63778 1.73185 -1.39155
C 1.61586 3.09193 -0.81743
O 0.68118 3.69654 -0.32049
O 2.87475 3.55541 -0.82011
C -1.76984 0.95121 0.18116
O -2.95573 1.32168 0.08942
O -0.76137 1.74543 0.39322
H -3.15081 -3.42577 1.39210
H -2.53906 -3.15652 -0.19139
H -1.46582 -3.25001 1.18702
H -3.52628 -0.98041 0.91839
H -1.85902 0.07554 2.73120
H -1.04670 -1.57745 2.70326
H -2.67159 -1.39443 3.31432
H -1.99923 -0.89238 -0.86071
H 0.31543 -0.71585 0.94577
H 2.19436 -1.31863 0.11528
H 2.20129 -0.82263 -2.75135
H 3.62217 -0.98316 -1.86406
H 1.89521 1.03148 0.62886
H 3.39768 0.86654 -0.22579
H 0.62831 1.34543 -1.64849
H 2.14873 1.78460 -2.36853
H 2.78099 4.40994 -0.36808
H -1.11801 2.65789 0.58325
```

Values from the calculation:
total energy = -23880.6108 eV
relative energy (zero: lowest compared OMol25 entry of this formula, charge and spin) = 113.8 kJ/mol
HOMO energy = -9.6 eV
SMILES = CC(C)[C@H](NC(=O)[C@@H](N)CCC(=O)O)C(=O)O
LUMO energy = 0.46 eV



Entry 5:
Formula: C10H18N3O
Source: the OMol25 dataset
Level of theory: the ωB97M-V functional and the def2-TZVPD basis

Structure (XYZ):
```
32
Properties=species:S:1:pos:R:3
C 4.28862 3.27620 -1.26062
C 0.75046 1.28102 -0.02528
C 1.65719 0.64234 -0.89833
C 1.03836 2.54788 0.52806
C 2.82131 1.33611 -1.19381
C 2.20768 3.20832 0.21360
C 3.03272 2.64096 -0.72718
O -0.54194 0.79483 0.23067
H -1.09094 1.25077 -0.44493
H 1.48643 -0.40572 -1.12468
H 0.35010 2.93016 1.28106
H 3.63400 0.91601 -1.80201
H 2.53574 4.09002 0.81238
H 4.16561 4.33837 -1.33235
H 4.36105 2.91187 -2.27109
H 5.19157 3.04724 -0.72892
C -3.00739 -0.90056 0.42334
C -3.13726 -1.44834 -0.97473
C -1.65158 -2.82157 1.26768
N -1.86284 -1.47530 1.28544
N -2.04011 -3.77489 0.33110
N -0.94810 -3.25078 2.32463
H -2.93796 0.16093 0.18697
H -3.88052 -1.01408 1.04043
H -4.08033 -1.91025 -1.21440
H -2.19470 -1.85784 -1.32171
H -1.00251 -0.92833 1.31383
H -2.93447 -3.51892 -0.07543
H -2.14999 -4.71318 0.68216
H -0.40016 -2.59356 2.87667
H -0.52412 -4.17989 2.30654
H -3.13589 -0.57983 -1.70908
```

Values from the calculation:
total energy = -17172.9878 eV
relative energy (zero: lowest compared OMol25 entry of this formula, charge and spin) = 201.2 kJ/mol
HOMO energy = -11.3 eV
LUMO energy = -2.99 eV
net charge = +1



Entry 6:
Formula: C10H18NO2
Source: the OMol25 dataset
Level of theory: the ωB97M-V functional and the def2-TZVPD basis

Structure (XYZ):
```
31
Properties=species:S:1:pos:R:3
C -1.85043 -0.95775 0.79533
C -1.48458 0.30368 0.33378
C -1.75961 -2.21259 0.25450
C 0.87967 -1.30937 -0.73902
C -0.90543 0.38817 -0.96044
C 2.39910 3.29909 0.51567
C -3.53614 -2.96253 -1.11502
C 1.34042 -2.86292 1.04570
C 1.39232 2.28054 -0.20192
C 1.36558 0.89386 0.33127
N 0.71297 0.08285 -0.81794
O -2.30386 -3.12555 -0.40026
O 1.10808 -1.58822 0.52191
H -2.00065 -1.15789 1.93577
H -1.30280 1.06881 1.01145
H -0.99986 -0.45868 -1.64093
H -1.22159 1.29028 -1.43850
H 3.41491 3.07128 0.40461
H 2.38447 4.30885 0.20760
H 2.16680 3.30234 1.52427
H -3.42492 -3.01496 -2.28538
H -4.03584 -2.16435 -0.73318
H -4.20411 -3.71483 -0.78407
H 1.42350 -3.51143 0.29894
H 0.32868 -3.08491 1.73363
H 2.15726 -2.95894 1.80930
H 1.61767 2.16209 -1.32382
H 0.43495 2.87996 -0.10192
H 2.39535 0.62195 0.34674
H 0.85294 0.87187 1.19703
H 0.89141 0.37437 -1.78514
```

Values from the calculation:
total energy = -16231.1311 eV
relative energy (zero: lowest compared OMol25 entry of this formula, charge and spin) = 805.3 kJ/mol
HOMO energy = -11.2 eV
LUMO energy = -3.68 eV
net charge = +1



Entry 7:
Formula: C10H18NO2
Source: the OMol25 dataset
Level of theory: the ωB97M-V functional and the def2-TZVPD basis

Structure (XYZ):
```
31
Properties=species:S:1:pos:R:3
C -0.58363 1.22312 -2.24527
C -1.48671 0.58549 -1.57150
C -2.22532 -0.15709 -0.80259
C -3.67510 -0.45699 -0.95135
O -1.64951 -0.78606 0.33574
C -0.32038 -0.73789 0.44204
O 0.35016 -1.91987 0.38740
C -0.41027 -3.10601 0.16543
C 0.41006 0.39007 0.55375
C -0.11920 1.74942 0.88173
N 1.87019 0.19849 0.60276
C 2.58888 1.06566 -0.34961
C 2.42177 0.32600 1.96687
H -0.44085 2.28856 -2.15230
H -0.04492 0.74589 -3.05164
H -3.84415 -1.52852 -0.85725
H -4.02272 -0.11830 -1.92331
H -4.24607 0.04529 -0.17102
H -0.82777 -3.11539 -0.84357
H -1.21355 -3.19344 0.89843
H 0.29385 -3.92634 0.28379
H -1.20400 1.72094 0.89924
H 0.21629 2.06564 1.86892
H 0.18471 2.50119 0.15854
H 1.99510 -0.78193 0.31174
H 2.55358 2.09704 -0.00740
H 3.62884 0.75453 -0.42481
H 2.12286 0.99712 -1.33097
H 2.34544 1.36131 2.30063
H 1.86134 -0.31509 2.64811
H 3.47107 0.02718 1.97748
```

Values from the calculation:
total energy = -16237.8238 eV
relative energy (zero: lowest compared OMol25 entry of this formula, charge and spin) = 159.6 kJ/mol
HOMO energy = -12.3 eV
SMILES = C=C=C(C)O/C(OC)=C(\C)[NH+](C)C
LUMO energy = -2.54 eV
net charge = +1



The lowest total energy belongs to which entry?
C10H18N2O2S